DFT (the ωB97M-V functional and the def2-TZVPD basis) results for one molecule with the formula C8H14N4S.

Each line ends with the Löwdin charge.
Cartesian coordinates (Å):
S: 1.3305 3.1963 -0.4956  0.59
N: -1.5092 2.0531 1.7580  0.07
N: -0.6526 2.9296 1.1823  -0.03
N: -0.1664 0.9864 0.3530  0.10
N: -2.1236 -0.1408 1.4504  0.13
C: 1.6381 -1.9881 0.4929  -0.12
C: 0.4157 -1.7827 1.2847  -0.14
C: 1.4580 0.2893 -1.6947  -0.07
C: 0.1956 -0.1255 -0.8433  -0.37
C: -1.2343 0.9019 1.2943  -0.44
C: -1.0047 -0.1866 -1.7838  -0.05
C: 0.2177 2.2942 0.3210  -0.86
C: 0.4312 -1.4659 -0.2294  -0.28
H: 1.2067 1.1618 -2.3165  0.05
H: -1.5391 -1.0688 1.5336  0.10
H: 1.8991 -3.0053 0.0441  0.14
H: 1.7828 -0.5443 -2.2495  0.07
H: -1.2912 0.7212 -2.3695  0.10
H: -0.4481 3.7637 1.8066  0.17
H: -0.2154 -2.7457 1.5792  0.15
H: -2.7890 0.0123 2.1834  0.09
H: -0.0698 -2.1271 -0.8910  0.12
H: -0.7727 -0.9137 -2.7037  0.14
H: 2.2621 0.4607 -0.9697  0.06
H: -1.8093 -0.5842 -1.2750  0.04
H: 0.3340 -0.8690 1.8626  0.09
H: 2.4540 -1.2228 0.6756  0.13

Values from the calculation:
SMILES: CC(C)(C1CC1)n1c(N)n[nH]c1=S
relative energy (zero: lowest compared OMol25 entry of this formula, charge and spin): 45.4 kcal/mol
gap between HOMO and LUMO: 8.23 eV
LUMO energy: 0.655 eV
M: 198.30 g mol⁻¹
max |F|: 4.36 eV Å⁻¹
E: -25316.231 eV